Record 1
C47H64CaF6NO7SSb as an isolated structure, computed with the ωB97M-V functional and the def2-TZVPD basis.

For the gap between HOMO and LUMO (alpha / beta), the calculation gives 0.2502 / 0.1748 hartree. As for the lowest unoccupied orbital energy (alpha / beta): 1.83 / -0.22 eV. For the relative energy (zero: lowest compared OMol25 entry of this formula, charge and spin), the calculation gives 0.0 kcal per mole. The energy is -117731.424 eV.

ORCA input file:
```
! wB97M-V def2-TZVPD RIJCOSX def2/J DEFGRID3
* xyz -1 2
H -3.780 1.029 3.527
F 3.253 4.302 4.882
C 0.343 0.532 -3.292
C -3.428 0.133 -3.825
C -5.570 4.246 2.385
O 2.850 0.302 0.119
C -2.044 -3.919 0.817
H -3.797 -3.900 -0.468
C -1.260 1.892 1.403
C 0.724 2.238 -1.674
C 2.153 4.137 -1.507
O 0.711 2.753 4.360
C 2.988 -3.093 -1.140
H -0.863 -4.611 -0.879
H 3.002 -4.097 -0.731
C -1.989 2.802 0.530
H -3.677 1.168 -4.071
C -6.044 1.978 3.288
H -0.666 -5.592 0.580
H -1.913 4.120 -1.126
N 1.632 4.230 1.916
C 0.336 -3.017 1.118
C -0.590 -0.870 2.595
C 2.720 -2.257 1.241
F 5.844 1.647 4.326
H 5.000 3.034 1.192
C -1.947 1.231 2.502
C -3.061 -3.193 -0.074
C 3.037 -2.900 -2.518
C -2.781 -4.571 1.995
H -0.343 0.883 3.824
C 0.778 -1.020 2.353
C -1.692 -1.640 -3.739
F 5.341 4.033 3.271
H 2.033 4.984 -0.832
H 0.691 3.351 5.114
H 2.077 -1.444 4.337
H -5.992 0.898 3.141
H -7.095 2.251 3.395
O 1.582 2.984 -0.878
H 2.208 -5.569 -2.251
H -2.077 -5.083 2.654
F 3.564 2.136 3.196
C 2.330 -0.419 4.066
H -2.571 1.837 -2.219
C -1.033 0.711 -3.219
H -2.148 -5.712 -0.372
C 2.993 -1.579 -2.967
H 4.642 0.234 1.225
C 2.917 -0.501 -2.100
C 1.240 1.267 -2.529
Sb 4.557 2.996 4.635
F 5.621 3.767 5.974
C 3.112 -5.413 -2.843
H 4.444 -4.734 -5.100
H 0.962 -4.050 -3.880
H -7.304 2.636 0.998
H 0.728 -3.832 0.522
H -4.041 -0.518 -4.451
C -1.506 1.672 -2.334
C -1.233 3.454 -0.592
O 5.352 -0.037 1.829
C 2.717 0.914 -2.594
O -0.051 1.690 1.210
C -3.275 1.510 2.701
H 3.159 -6.200 -3.600
H -3.507 -5.303 1.630
C -3.305 3.031 0.794
C -1.950 -0.165 -4.073
C 1.258 -2.088 1.605
H 1.864 -3.055 -5.025
O 1.653 -0.063 2.845
C 1.887 -3.987 -4.457
H 1.635 4.346 -2.443
C -6.252 2.384 0.846
H -0.655 -1.922 -3.924
H -5.539 2.225 4.223
H 3.211 3.960 -1.699
H -5.224 4.845 1.542
C 2.915 -2.032 -0.242
H 3.341 -1.566 1.807
C -0.646 2.444 -1.560
C 1.045 5.224 1.702
H 0.752 -0.239 -3.937
C 2.902 -0.713 -0.710
H -2.525 -1.683 2.289
H 4.415 -2.976 -4.905
H 0.878 3.340 3.606
F 3.661 1.884 5.842
C -1.149 0.306 3.371
H 1.907 -4.816 -5.172
H -1.904 -1.833 -2.687
H 5.397 0.622 2.531
H 3.029 -3.274 1.498
H -6.615 4.502 2.576
H -0.613 -0.177 -5.798
H -4.981 4.529 3.259
H 5.268 -3.972 -3.726
S 0.203 6.580 1.356
C 4.385 -3.924 -4.366
H 3.975 -5.528 -2.185
H -0.443 4.073 -0.166
H -5.899 2.929 -0.030
H -1.806 1.124 -5.820
Ca 2.174 1.924 1.370
C -1.465 -1.817 2.093
H 3.403 -0.337 3.903
H 2.026 0.273 4.849
H -6.183 1.316 0.629
C -1.384 -5.020 -0.011
H 3.012 -1.374 -4.035
H -3.318 -3.830 2.589
H -1.793 -0.063 4.172
H -2.556 -2.717 -0.914
H -2.334 -2.286 -4.346
H 3.060 0.998 -3.629
H -3.845 3.725 0.161
H -2.300 -0.540 -6.182
C -5.446 2.740 2.105
C -3.979 2.405 1.873
H -3.597 -2.418 0.477
C -1.026 -2.911 1.349
H -3.703 -0.048 -2.783
O 4.242 3.155 0.603
C 3.106 -4.045 -3.526
H 3.293 1.603 -1.979
H 3.822 3.949 0.969
C -1.647 0.076 -5.558
*
```

***

Record 2
C47H64CaF6NO7SSb as an isolated structure in a non-equilibrium geometry, computed with the ωB97M-V functional and the def2-TZVPD basis.

For the gap between HOMO and LUMO (alpha / beta), the calculation gives 0.2467 / 0.1602 hartree. As for the lowest unoccupied orbital energy (alpha / beta): 1.70 / -0.65 eV. For the relative energy (zero: lowest compared OMol25 entry of this formula, charge and spin), the calculation gives 42.0 kcal per mole. The energy is -117729.603 eV.

ORCA input file:
```
! wB97M-V def2-TZVPD RIJCOSX def2/J DEFGRID3
* xyz -1 2
C 0.940 3.027 -3.175
H 1.310 4.045 -3.185
C 0.492 2.450 -4.358
H 2.392 4.275 -5.170
H 1.876 0.589 4.511
C 0.031 -2.540 -1.154
H -1.712 -0.742 6.372
H -1.079 2.173 -6.662
H -0.285 -4.771 1.383
C -0.050 2.493 -6.836
O 4.898 -0.450 1.473
H 1.655 4.107 -1.021
S 5.201 2.811 -2.469
H 4.036 -4.577 -0.952
C -2.121 -2.130 -2.212
C 1.047 -1.852 2.379
C 4.969 1.329 -1.916
C -3.377 -0.344 4.213
C 1.684 3.036 -0.809
H -2.493 -4.113 0.513
H -1.375 4.277 -5.224
C -3.590 -2.815 4.356
C -4.831 -2.484 0.054
C -4.278 -3.108 -1.236
C 1.220 2.806 0.599
H 0.031 2.219 4.219
C 1.813 0.345 3.447
H -1.804 -2.503 6.420
Ca 2.895 -0.841 -0.418
H -4.307 -0.238 4.777
O 0.538 0.294 -0.782
H -2.161 2.717 4.282
H 0.904 -1.543 -3.442
H 2.738 2.747 -0.870
C 3.197 -2.856 2.245
H -2.256 4.954 1.268
C 0.102 1.121 -4.315
H -2.761 0.534 4.404
C 0.152 -3.833 1.034
H -0.995 6.062 1.821
H -0.335 5.132 -6.376
H -3.618 -0.353 3.148
H 0.553 1.611 -7.059
H 4.494 0.421 1.323
H -0.522 0.038 4.675
C 1.818 1.765 1.356
C -0.643 -3.335 -0.147
F 6.710 -2.987 -0.675
F 4.412 -2.242 -0.886
C -0.763 -1.914 -2.193
H -0.347 4.313 5.085
O 2.239 -1.938 1.689
H 3.686 -0.663 -3.643
C 0.125 0.383 -3.132
O 3.115 -4.828 -0.797
C -1.996 -3.514 -0.239
Sb 6.154 -1.609 -1.906
H 1.993 4.248 -6.892
C -1.354 -1.739 3.816
H -2.697 -1.663 -3.000
H 3.552 -2.103 -3.212
O 3.045 -1.273 -3.251
H 1.184 -4.028 0.747
C 0.509 3.271 -5.645
H -0.201 0.613 -5.221
C 0.242 3.612 1.162
H -2.550 6.007 2.654
H 0.042 5.160 -4.652
C -1.275 4.327 3.111
C 0.988 2.344 -1.967
O 2.733 1.001 0.852
C -0.361 -0.780 3.982
C -1.124 -2.738 2.883
C -1.795 5.398 2.152
H -5.685 -4.751 -1.282
H -3.258 -1.529 6.694
C -4.968 -2.444 -2.428
H -1.877 -3.494 2.703
C -0.646 0.410 0.013
F 7.865 -1.920 -2.691
H 3.773 -2.354 3.023
C -2.770 -2.916 -1.252
C 1.331 1.557 2.679
H -0.796 1.442 0.336
C 0.362 2.395 3.199
H -3.239 4.091 4.020
O 1.271 -2.399 -1.117
C -0.685 5.034 4.339
H -4.812 -1.364 -2.435
H -3.901 -2.860 3.311
H 2.682 -3.731 2.647
H -1.432 5.682 4.808
H -4.491 -2.704 4.962
C 0.522 1.024 -1.960
C 0.839 -0.803 3.282
C -2.468 3.470 3.555
F 7.064 -0.431 -0.643
H 2.804 0.058 3.098
C -0.341 4.536 -5.459
C -2.652 -1.636 4.614
N 4.766 0.245 -1.483
H -1.515 0.066 -0.555
H -4.217 -5.123 -0.381
C -4.603 -4.609 -1.261
C -0.090 -1.118 -3.270
H -2.909 2.949 2.702
H -4.615 -2.850 -3.377
H -4.621 -1.413 0.089
H -0.042 3.131 -7.721
H 2.584 2.785 -6.084
C -0.210 3.440 2.468
H -0.669 -1.264 -4.185
C -2.334 -1.599 6.115
C 1.957 3.670 -5.965
H -0.171 4.399 0.542
F 5.328 -3.007 -2.998
H -0.501 -0.218 0.891
H 2.642 -4.023 -1.046
H -4.393 -2.942 0.941
H 0.174 5.644 4.055
H 5.745 -0.445 1.002
H -4.178 -5.085 -2.146
H -3.124 -3.766 4.619
C 0.054 -2.803 2.145
H -5.913 -2.623 0.101
F 5.885 -0.639 -3.588
H 3.860 -3.153 1.436
H -6.042 -2.623 -2.368
*
```